(1)
{"formula": "C26H50N5OSbSi3Ti", "method": "ωB97M-V/def2-TZVPD", "symbols": ["Sb", "Ti", "Si", "Si", "Si", "O", "N", "N", "N", "N", "N", "C", "C", "C", "C", "C", "C", "C", "C", "C", "C", "C", "C", "C", "C", "C", "C", "C", "C", "C", "C", "C", "C", "C", "C", "C", "C", "H", "H", "H", "H", "H", "H", "H", "H", "H", "H", "H", "H", "H", "H", "H", "H", "H", "H", "H", "H", "H", "H", "H", "H", "H", "H", "H", "H", "H", "H", "H", "H", "H", "H", "H", "H", "H", "H", "H", "H", "H", "H", "H", "H", "H", "H", "H", "H", "H", "H"], "positions_angstrom": [[-0.8151, -0.4125, -1.7554], [1.0566, -0.7481, 1.4264], [-1.5954, -3.7009, -0.7059], [-1.7311, 2.8727, -0.5379], [0.2073, 2.2347, -3.0742], [1.2228, -2.1984, -0.6773], [0.3810, -1.9744, 0.2955], [-0.8022, -0.8775, 2.1652], [1.7664, -1.9240, 3.1375], [3.0355, -0.5385, 0.3724], [0.8211, 1.1165, 0.8615], [-1.3223, -0.4141, 3.3247], [4.2756, -0.3218, 1.1666], [2.3369, 2.6341, 1.9559], [1.6722, 2.9841, -0.3186], [-3.5281, -1.0353, 2.6849], [0.3213, 4.0988, -3.3413], [-1.0575, 1.5960, -4.3223], [-3.4490, -3.8938, -0.9692], [-1.0148, 4.5175, 0.0514], [-0.7469, -3.9946, -2.3587], [2.4546, 3.3441, 0.7556], [-2.6561, -0.4830, 3.6281], [3.2160, -2.1302, 3.4256], [-1.0055, -4.7666, 0.7450], [-2.4498, 2.0642, 1.0046], [-3.0212, -1.5029, 1.4921], [1.5318, 1.5317, 1.9485], [-1.0083, -1.9677, 0.0457], [-2.9611, -0.2244, -1.8955], [1.8739, 1.3889, -3.3731], [0.7731, 1.9006, -0.2483], [-3.0216, 3.2382, -1.8516], [-1.6497, -1.4360, 1.2419], [4.9155, -1.6474, 1.5619], [3.9472, -2.6588, 2.1826], [-0.3008, 1.7236, -1.2499], [-0.3840, -5.0238, -2.4093], [4.5190, -3.5477, 2.4432], [-3.8573, -3.2061, -1.7093], [1.3074, 4.5071, -3.1104], [1.4005, 0.9264, 2.8591], [-3.6699, -1.9352, 0.7448], [0.0669, -4.9621, 0.6702], [-2.0667, 1.9612, -4.1253], [3.1254, 4.1907, 0.6929], [3.6427, -1.1797, 3.7492], [-3.3895, 0.2184, -0.9995], [-4.0413, -3.8202, -0.0566], [-0.7717, 1.9680, -5.3085], [3.2015, -2.9723, 1.4427], [1.3164, -1.6111, 3.9951], [-3.0158, -0.1120, 4.5765], [1.6959, 3.5742, -1.2234], [-3.6112, -4.9011, -1.3623], [3.3255, -2.8295, 4.2538], [5.3770, -2.1013, 0.6818], [-3.5782, 2.3652, -2.1885], [3.1551, -1.3694, -0.2029], [-3.7435, 3.9421, -1.4305], [-3.1754, 2.7408, 1.4631], [5.7238, -1.4383, 2.2647], [2.6950, 1.9001, -2.8644], [-1.4452, -3.8499, -3.1853], [-4.5869, -1.0994, 2.8960], [0.1099, -3.3439, -2.5081], [2.8604, 2.9429, 2.8495], [0.1417, 4.2951, -4.4005], [5.0051, 0.2669, 0.6080], [1.8629, 0.3417, -3.0632], [-1.5143, -5.7312, 0.7820], [-0.4277, 4.4118, 0.9655], [4.0266, 0.2628, 2.0551], [-1.6693, 1.8861, 1.7451], [-2.5794, 3.7174, -2.7268], [1.3659, -2.8404, 2.9498], [2.9386, 0.2165, -0.3012], [-1.1980, -4.2552, 1.6913], [-1.0940, 0.5075, -4.3971], [-0.3920, 5.0169, -0.6926], [-0.6265, 0.0264, 4.0322], [-3.3671, -1.2204, -2.0505], [2.1045, 1.4081, -4.4405], [-1.8450, 5.1901, 0.2790], [-2.9591, 1.1211, 0.8121], [-3.2098, 0.3852, -2.7616], [-0.4212, 4.6647, -2.7788]], "forces_ev_per_a": [[-1.018, -0.563, -0.078], [2.855, -2.330, -0.298], [0.134, -0.121, 0.283], [-0.098, -0.016, 0.088], [0.204, 0.072, -0.108], [0.052, -0.089, 0.259], [0.135, 0.271, 0.276], [-1.700, -0.257, 0.149], [0.083, -0.124, 0.301], [0.832, 0.096, 0.363], [-0.348, 2.248, -0.299], [-0.116, 0.039, 0.142], [0.273, -0.017, 0.103], [0.057, 0.051, 0.171], [0.161, 0.073, 0.090], [0.147, -0.044, -0.137], [0.054, -0.199, 0.088], [0.011, -0.052, 0.332], [0.189, 0.131, 0.220], [0.057, -0.228, -0.154], [-0.103, 0.035, 0.278], [-0.134, -0.146, -0.069], [0.082, 0.016, 0.049], [0.284, -0.092, -0.168], [-0.046, -0.038, -0.431], [-0.005, 0.101, -0.266], [-0.182, 0.034, 0.165], [-0.148, 0.387, -0.157], [-1.050, 0.496, -1.221], [0.268, 0.160, -0.109], [-0.231, 0.280, -0.029], [-0.313, -0.007, -0.082], [0.139, -0.102, 0.120], [0.065, -0.001, -0.025], [-0.154, -0.026, -0.074], [0.029, 0.215, 0.086], [-0.087, -0.131, 0.139], [-0.063, -0.020, 0.008], [-0.073, -0.060, -0.016], [-0.004, -0.001, 0.000], [-0.016, 0.011, 0.010], [0.172, 0.226, -0.010], [0.015, 0.018, 0.014], [-0.001, 0.027, -0.001], [0.049, -0.008, -0.009], [-0.026, 0.021, -0.036], [-0.072, 0.018, 0.025], [-0.072, -0.042, -0.043], [-0.001, -0.038, -0.016], [0.103, 0.016, 0.019], [0.055, -0.106, -0.013], [-0.073, -0.077, 0.055], [0.018, 0.010, -0.001], [0.025, -0.010, 0.041], [0.091, -0.020, -0.008], [-0.089, 0.032, 0.032], [0.014, 0.010, 0.006], [0.020, 0.051, 0.042], [-0.221, -0.091, -0.030], [0.021, 0.012, 0.036], [0.003, 0.029, -0.032], [0.029, 0.005, -0.018], [-0.010, -0.016, 0.019], [-0.028, -0.012, 0.020], [-0.012, 0.002, -0.025], [0.078, 0.001, 0.025], [-0.004, -0.043, 0.005], [0.013, -0.012, -0.010], [-0.057, 0.009, -0.045], [0.006, -0.014, -0.010], [0.016, -0.006, -0.025], [-0.015, -0.011, 0.023], [-0.050, 0.006, -0.017], [0.054, 0.006, 0.022], [-0.023, 0.030, 0.034], [-0.100, -0.053, 0.059], [-0.049, 0.070, -0.035], [-0.053, -0.006, 0.012], [-0.021, 0.010, -0.106], [-0.023, 0.010, 0.061], [0.016, 0.011, -0.027], [0.011, -0.022, 0.018], [0.015, -0.004, -0.001], [-0.043, -0.036, -0.007], [0.022, 0.008, 0.009], [-0.035, -0.049, 0.017], [0.011, -0.015, -0.070]], "de_lowest_ev": 1.521, "total_energy_ha": -3327.49172, "spin_multiplicity": 1, "gap_ev": [6.042, 5.979], "total_charge": 2, "homo_ev": [-12.50, -12.49]}

---

(2)
{"formula": "C26H50N6O11", "method": "ωB97M-V/def2-TZVPD", "symbols": ["O", "O", "O", "O", "O", "O", "O", "O", "O", "O", "O", "N", "N", "N", "N", "N", "N", "C", "C", "C", "C", "C", "C", "C", "C", "C", "C", "C", "C", "C", "C", "C", "C", "C", "C", "C", "C", "C", "C", "C", "C", "C", "C", "H", "H", "H", "H", "H", "H", "H", "H", "H", "H", "H", "H", "H", "H", "H", "H", "H", "H", "H", "H", "H", "H", "H", "H", "H", "H", "H", "H", "H", "H", "H", "H", "H", "H", "H", "H", "H", "H", "H", "H", "H", "H", "H", "H", "H", "H", "H", "H", "H", "H"], "positions_angstrom": [[1.1295, 0.8429, -0.8656], [-0.5397, -2.0799, -2.5400], [-6.1425, 0.5989, -2.8292], [7.2998, 0.0419, 6.7925], [-0.0645, 0.3966, -7.3518], [0.2754, -2.7511, -4.7087], [-5.7472, -1.4875, 1.0486], [-6.3114, -0.6704, -4.9952], [-6.0693, 0.0882, 5.2145], [-5.5768, -2.4533, -6.4294], [5.5649, 0.0568, 2.9360], [-5.0596, 1.2664, 3.5929], [7.6549, -0.1912, 3.7155], [5.1643, 0.4395, 6.2280], [1.3544, -0.3860, -8.9048], [3.2196, 0.5949, -0.0861], [-7.2643, -0.0070, 0.3111], [2.1172, 0.1244, -0.7372], [-1.5822, 0.6021, -3.7225], [-5.4697, 2.3396, 5.7658], [-5.5619, 1.1473, 4.8554], [4.4665, -0.0875, 0.1657], [-2.8349, 0.1471, -2.7448], [-5.4420, -1.8144, -5.2818], [2.5584, -0.4214, -9.7004], [1.0082, 0.5122, -7.9384], [6.5980, -2.0636, 2.5243], [-6.8140, -0.9073, 1.2316], [-4.0441, -1.8575, -4.3975], [1.9731, 1.6226, -7.6303], [-4.0517, -0.5414, -3.6139], [-8.4804, 0.7702, 0.3435], [6.1783, 0.4025, 7.1395], [-7.6597, -1.1525, 2.4496], [-1.0249, -0.5030, -4.7549], [5.8708, 0.8119, 8.5526], [3.7903, 0.8302, 6.4368], [-0.4137, -1.8444, -3.9910], [8.9019, -0.8737, 3.9673], [-4.4303, 2.4159, 2.9874], [-5.5903, -0.0767, -3.8552], [2.1626, -1.2774, -1.2773], [6.5526, -0.6617, 3.0644], [3.5722, 1.6692, 5.7717], [-8.6372, -1.5422, 2.1542], [-8.2073, 1.8276, 0.3115], [4.4747, -1.1017, -0.2354], [-1.4096, -2.5860, -2.3878], [3.5926, 1.1226, 7.4687], [9.7046, -0.2928, 3.5068], [-1.7916, -0.8930, -5.5627], [4.6213, -0.1217, 1.2468], [8.9101, -1.8879, 3.5661], [-6.0230, 3.1800, 5.3389], [7.5492, 0.7597, 4.0504], [-4.3754, 3.2671, 3.6672], [-0.1372, -0.0414, -5.3657], [5.4477, 0.1500, 5.2987], [-3.2847, 1.1833, -2.3473], [1.5595, 2.2572, -6.8400], [2.9645, -1.3685, -2.0145], [3.1534, -0.0164, 6.1691], [9.0567, -0.9079, 5.0484], [7.3999, -2.1547, 1.7871], [-6.6414, 0.1044, -0.4810], [-5.0096, 2.6923, 2.1031], [5.1097, 0.1517, 8.9763], [-7.1714, -1.8938, 3.0901], [5.2693, 0.4933, -0.2948], [5.5319, 1.8508, 8.5757], [-5.1580, 0.4228, 3.0394], [-1.8151, 1.5739, -4.3315], [3.1138, 1.5459, 0.2489], [6.7767, 0.7304, 9.1618], [2.2708, -0.3559, -10.7525], [3.0543, -1.3784, -9.5215], [6.7467, -2.7746, 3.3411], [-2.5103, -0.5157, -1.8460], [1.2129, -1.5102, -1.7693], [-4.4225, 2.6110, 5.9220], [-5.9112, 2.0928, 6.7367], [3.2417, 0.3936, -9.4584], [2.1314, 2.2382, -8.5195], [-7.7733, -0.2262, 3.0188], [-9.0760, 0.5747, 1.2360], [2.3114, -1.9884, -0.4605], [0.6548, -1.1040, -9.0560], [-3.1547, -2.6257, -4.4403], [2.9212, 1.2076, -7.2787], [-0.6711, 0.8903, -3.0075], [-3.4218, 2.1277, 2.6815], [5.6482, -2.2964, 2.0323], [-9.0644, 0.5221, -0.5461]], "forces_ev_per_a": [[0.059, -0.164, -0.099], [-1.994, -0.279, -2.845], [2.642, -3.900, -7.180], [-0.140, 0.124, 0.203], [0.393, 0.230, -0.340], [-4.383, 5.733, 4.698], [-0.147, 0.201, 0.161], [3.984, -1.048, 3.095], [0.144, 0.509, -0.038], [0.297, 3.633, 7.473], [-0.026, -0.008, 0.543], [-0.360, -0.119, 0.635], [-0.957, -0.278, -0.759], [0.770, -0.083, 0.584], [-0.340, 0.503, 0.594], [-0.820, -0.129, -0.497], [0.414, -0.473, 0.480], [0.000, 0.638, 0.226], [0.899, -0.105, 0.352], [-0.082, 0.087, 0.324], [-0.188, -0.870, -0.238], [0.038, 0.273, 0.317], [-1.380, 1.546, -0.868], [1.807, -2.178, -6.479], [-0.211, -0.358, -0.155], [-0.505, -0.512, -0.156], [-0.233, -0.177, -0.186], [0.311, -0.039, -0.495], [-1.352, 5.067, 2.169], [0.011, 0.231, 0.213], [-0.718, -4.820, -3.535], [0.183, 0.085, -0.375], [0.122, -0.215, -0.700], [0.021, -0.221, 0.221], [0.558, -0.651, 0.744], [0.195, 0.021, 0.294], [0.005, -0.095, -0.433], [3.140, -4.235, -3.609], [0.142, 0.328, 0.320], [0.019, -0.324, -0.319], [-1.406, 2.754, 6.513], [-0.223, -0.091, -0.211], [0.682, 0.541, 0.432], [-0.268, -0.018, 0.152], [-0.023, 0.167, 0.086], [-0.319, 0.049, 0.038], [-0.133, 0.202, -0.063], [1.846, 1.029, -0.386], [0.132, -0.078, -0.176], [0.146, -0.246, 0.045], [1.527, 0.818, 1.772], [0.189, -0.145, -0.397], [-0.103, 0.221, 0.019], [0.200, 0.061, 0.053], [0.095, -0.290, 0.062], [-0.056, -0.218, -0.063], [-1.790, -1.086, 1.274], [-0.222, 0.130, 0.031], [0.920, -2.540, -0.595], [0.001, -0.252, -0.219], [0.056, -0.150, 0.164], [-0.221, 0.204, 0.113], [0.113, -0.126, -0.085], [0.008, -0.145, 0.162], [-0.192, 0.023, 0.036], [0.202, 0.253, -0.015], [-0.049, 0.210, 0.016], [-0.031, 0.273, -0.226], [0.211, -0.230, 0.024], [-0.135, -0.137, 0.099], [0.128, 0.116, 0.038], [0.081, -1.932, 1.158], [0.051, -0.286, -0.043], [-0.183, -0.022, -0.286], [0.322, 0.032, -0.037], [0.232, 0.144, -0.167], [0.134, -0.003, -0.159], [-0.646, 1.156, -1.843], [0.481, 0.211, 0.364], [-0.119, 0.169, -0.063], [0.095, -0.071, -0.327], [-0.203, -0.136, 0.017], [0.174, -0.067, 0.093], [-0.151, -0.139, 0.026], [0.195, -0.030, -0.135], [0.148, -0.034, -0.150], [0.199, 0.165, 0.049], [-2.395, 1.480, -0.263], [0.022, 0.136, -0.158], [-2.068, -0.676, -1.343], [0.020, 0.317, -0.072], [0.210, 0.164, 0.170], [-0.202, 0.195, 0.137]], "total_energy_ha": -2176.72385, "spin_multiplicity": 1, "gap_ev": 7.614, "homo_ev": -8.97}

---

- What is the formula in the second record?
  C26H50N6O11

---

- Number 2 is which compound?
  C26H50N6O11